C39H51IMoN10O4PS as an isolated structure, computed with the ωB97M-V functional and the def2-TZVPD basis.

```
108
C39H51IMoN10O4PS, DFT the ωB97M-V functional and the def2-TZVPD basis
Mo 1.096 -0.157 0.319
C 3.200 -0.492 -3.635
C 4.128 0.027 -2.580
N 5.374 0.301 -2.909
C 6.205 0.766 -1.966
C 5.842 0.996 -0.657
C 6.848 1.549 0.321
O 7.039 0.720 1.458
C 4.516 0.714 -0.279
C 4.075 0.946 1.094
N 2.859 0.748 1.402
C 2.204 0.770 2.644
C 2.612 1.231 3.884
C 1.753 0.994 4.946
C 0.552 0.308 4.760
C 0.157 -0.135 3.504
C 0.990 0.123 2.427
I 2.256 -2.510 1.168
C 3.657 0.215 -1.263
O 2.365 -0.080 -1.063
H 3.660 -0.357 -4.610
H 2.241 0.025 -3.598
H 3.010 -1.558 -3.483
H 7.220 0.969 -2.289
H 6.509 2.510 0.715
H 7.791 1.732 -0.201
H 7.439 -0.111 1.178
H 4.808 1.250 1.837
H 3.554 1.744 4.028
H 2.024 1.331 5.938
H -0.083 0.122 5.617
H -0.775 -0.670 3.382
N -1.288 5.408 5.469
C -1.239 4.722 4.284
C -0.787 5.354 3.115
C -0.699 4.658 1.932
C -1.050 3.309 1.892
C -1.527 2.680 3.035
C -1.620 3.377 4.221
S -0.992 2.437 0.385
O -1.858 1.296 0.519
O -1.174 3.376 -0.685
N 0.542 1.797 0.169
C 1.526 2.782 -0.175
N 1.881 3.644 0.768
C 2.786 4.554 0.419
C 3.343 4.595 -0.848
C 2.888 3.647 -1.748
N 1.973 2.737 -1.421
H -1.239 6.411 5.442
H -1.830 5.024 6.222
H -0.518 6.403 3.146
H -0.379 5.158 1.030
H -1.840 1.648 2.983
H -1.997 2.885 5.110
H 3.072 5.267 1.186
H 4.084 5.331 -1.122
H 3.260 3.612 -2.766
N -0.356 -0.893 -0.260
P -1.747 -1.646 -0.738
N -1.233 -3.115 -1.220
C -0.042 -3.140 -2.111
C -0.219 -4.179 -3.205
C -0.377 -5.581 -2.609
C -1.234 -5.547 -1.330
C -2.106 -4.304 -1.294
N -2.391 -0.711 -1.886
C -1.831 0.522 -2.457
C -1.523 0.326 -3.935
C -2.746 -0.177 -4.697
C -3.301 -1.446 -4.055
C -3.588 -1.212 -2.579
N -2.817 -1.878 0.459
C -2.487 -2.725 1.617
C -3.722 -3.459 2.122
C -4.867 -2.491 2.402
C -5.145 -1.622 1.180
C -3.880 -0.898 0.750
H 0.844 -3.354 -1.511
H 0.094 -2.149 -2.553
H 0.644 -4.141 -3.871
H -1.089 -3.918 -3.813
H 0.606 -5.994 -2.379
H -0.827 -6.241 -3.352
H -0.597 -5.541 -0.442
H -1.865 -6.434 -1.263
H -2.760 -4.309 -0.430
H -2.742 -4.268 -2.186
H -0.937 0.803 -1.910
H -2.560 1.326 -2.309
H -0.705 -0.397 -4.031
H -1.169 1.271 -4.348
H -2.499 -0.358 -5.743
H -3.521 0.597 -4.685
H -2.574 -2.260 -4.151
H -4.216 -1.767 -4.555
H -3.932 -2.127 -2.091
H -4.388 -0.471 -2.464
H -2.095 -2.081 2.413
H -1.690 -3.415 1.340
H -3.454 -4.015 3.022
H -4.044 -4.196 1.380
H -4.599 -1.845 3.245
H -5.762 -3.040 2.698
H -5.918 -0.884 1.399
H -5.510 -2.241 0.354
H -3.536 -0.237 1.552
H -4.036 -0.269 -0.122
```

Properties
Total charge   +1
HOMO   -10.3 eV
E_LUMO   -4.051 eV
Strongest force on any atom   0.007 hartree/bohr
E   -94440.8540 eV
Gap between HOMO and LUMO   6.242 eV
Energy relative to the best compared isomer or geometry (same formula, charge and spin)   0.0 kJ/mol

---

C39H52BBr43F4N3O6 as an isolated structure in a non-equilibrium geometry, computed with the ωB97M-V functional and the def2-TZVPD basis.

```
148
C39H52BBr43F4N3O6, DFT the ωB97M-V functional and the def2-TZVPD basis
C 6.148 -1.667 -3.719
C 4.657 -1.762 -4.381
B 3.504 -2.440 -3.428
O 3.266 -3.885 -3.574
C 2.638 -1.442 -2.387
C 3.659 -1.443 -1.107
O 4.416 -2.732 -0.948
N 5.477 -2.543 -0.136
O 6.154 -3.575 -0.240
N 2.321 -0.135 -3.002
C 3.202 1.021 -2.787
O 2.867 1.645 -1.495
C 3.863 2.629 -1.074
F 3.190 3.868 -0.554
F 4.678 2.132 0.082
F 4.789 3.083 -2.124
C 1.594 -0.131 -4.297
C 0.150 -0.858 -4.062
F -0.798 0.163 -3.614
N 0.213 -2.131 -3.235
C -1.138 -2.737 -3.120
C -2.256 -2.178 -2.127
C -3.540 -3.244 -2.206
C -4.810 -2.674 -3.061
C -6.047 -2.427 -1.998
C -6.656 -0.914 -2.286
O -5.541 0.019 -2.020
C -5.719 1.269 -2.766
C -5.651 2.667 -1.870
O -5.882 1.351 -4.083
C 1.121 -2.076 -2.024
Br 0.475 -0.649 -0.695
C 1.189 -3.456 -1.154
C 0.838 -3.296 0.456
C 1.965 -3.009 1.626
C 1.668 -2.892 3.221
C 0.152 -3.023 3.803
C -1.031 -3.327 2.681
C -2.561 -3.465 3.312
C -0.703 -3.482 1.058
H 6.932 -2.138 -4.464
H 6.277 -2.201 -2.691
H 6.437 -0.527 -3.585
H 4.750 -2.398 -5.355
H 4.334 -0.681 -4.688
H 2.735 -4.097 -4.409
H 4.572 -0.682 -1.209
H 3.205 -1.216 -0.069
H 4.340 0.691 -2.875
H 3.088 1.885 -3.597
H 1.331 1.009 -4.531
H 2.184 -0.491 -5.243
H -0.218 -1.204 -5.140
H 0.686 -2.816 -3.906
H -1.608 -2.635 -4.215
H -1.095 -3.920 -2.982
H -2.706 -1.150 -2.524
H -2.010 -2.107 -0.993
H -3.220 -4.275 -2.707
H -3.844 -3.537 -1.094
H -5.172 -3.567 -3.759
H -4.582 -1.763 -3.754
H -6.874 -3.276 -2.085
H -5.704 -2.424 -0.877
H -7.034 -0.894 -3.403
H -7.575 -0.783 -1.578
H -4.548 3.048 -1.939
H -6.406 3.441 -2.332
H -5.928 2.468 -0.745
H 0.440 -4.310 -1.513
H 2.232 -4.015 -1.188
H 3.101 -2.903 1.295
H 2.523 -2.707 4.006
H -0.041 -2.943 4.954
H -2.519 -3.924 4.408
H -2.932 -2.344 3.464
H -3.306 -4.026 2.611
H -1.625 -3.734 0.391
C 2.473 5.891 -3.320
Br 1.096 4.591 -3.759
Br 3.884 5.930 -4.657
Br 1.726 7.659 -3.004
H 2.931 5.566 -2.380
C -4.736 -7.005 1.064
Br -5.838 -7.204 2.654
Br -5.431 -5.638 -0.131
Br -2.869 -6.693 1.510
H -4.781 -7.956 0.524
C 5.689 4.860 2.414
Br 4.576 4.666 3.997
Br 5.017 6.242 1.222
Br 7.557 5.145 2.873
H 5.635 3.913 1.867
C -8.263 5.025 -4.590
Br -9.007 3.374 -5.299
Br -8.956 6.587 -5.518
Br -8.506 5.160 -2.665
H -7.185 4.995 -4.775
C 10.320 1.811 1.188
Br 11.162 3.493 0.693
Br 10.386 1.507 3.107
Br 8.508 1.678 0.496
H 10.901 1.012 0.717
C 6.079 9.525 3.489
Br 4.966 9.327 5.072
Br 5.406 10.909 2.300
Br 7.947 9.811 3.949
H 6.026 8.579 2.941
C -2.513 4.440 -5.149
Br -2.850 6.244 -4.506
Br -4.057 3.283 -4.903
Br -1.889 4.433 -6.991
H -1.705 4.028 -4.536
C -0.822 3.115 1.424
Br -2.235 1.784 1.533
Br 0.604 2.560 0.224
Br -1.515 4.871 0.960
H -0.384 3.198 2.424
C 13.437 4.032 3.929
Br 14.209 2.343 3.352
Br 13.589 4.277 5.852
Br 14.175 5.538 2.946
H 12.368 3.991 3.696
C -5.261 -5.901 6.230
Br -6.363 -6.098 7.820
Br -5.955 -4.535 5.033
Br -3.394 -5.591 6.677
H -5.306 -6.852 5.690
C 6.737 9.093 -1.980
Br 6.895 10.925 -1.349
Br 7.943 7.896 -1.034
Br 4.898 8.463 -1.921
H 7.043 9.090 -3.031
C -8.458 -4.265 2.030
Br -9.407 -5.777 2.802
Br -9.138 -3.807 0.266
Br -8.451 -2.729 3.224
H -7.416 -4.574 1.901
C -8.453 -7.445 11.458
Br -8.434 -9.272 10.791
Br -6.692 -6.875 12.057
Br -9.211 -6.209 10.163
H -9.108 -7.432 12.335
C -6.285 -0.805 7.366
Br -7.704 -2.130 7.482
Br -4.866 -1.368 6.161
Br -6.973 0.953 6.901
H -5.843 -0.722 8.363
```

Properties
Total charge   +1
HOMO   -10.5 eV
E_LUMO   -3.353 eV
Strongest force on any atom   0.156 hartree/bohr
E   -3081384.2293 eV
Gap between HOMO and LUMO   7.163 eV

---

C39H52BCdN8P as an isolated structure, computed with the ωB97M-V functional and the def2-TZVPD basis.

```
102
C39H52BCdN8P, DFT the ωB97M-V functional and the def2-TZVPD basis
Cd 0.768 -0.652 -0.469
C -4.924 2.242 -2.698
C -4.429 1.680 -1.354
C -3.829 2.800 -0.505
C -3.440 0.585 -1.651
C -3.716 -0.792 -1.842
C -2.532 -1.328 -2.267
N -1.606 -0.334 -2.310
N -2.184 0.851 -1.958
B -0.528 -0.246 -3.419
N 0.318 -1.542 -3.492
C 0.350 -2.453 -4.480
C 1.437 -3.278 -4.279
C 2.048 -2.779 -3.114
N 1.362 -1.739 -2.652
C 3.358 -3.156 -2.490
C 3.558 -4.668 -2.419
C 4.497 -2.494 -3.279
N 0.413 0.927 -3.085
C 0.804 1.901 -3.913
C 1.803 2.630 -3.298
C 1.974 2.017 -2.050
N 1.121 1.003 -1.935
C 3.020 2.265 -1.006
C 3.417 3.737 -0.932
C 4.251 1.398 -1.314
H -5.648 3.047 -2.547
H -5.393 1.458 -3.296
H -4.074 2.635 -3.258
H -5.280 1.244 -0.825
H -2.982 3.246 -1.031
H -4.573 3.577 -0.322
H -3.483 2.421 0.458
H -4.652 -1.302 -1.676
H -2.275 -2.336 -2.559
H -1.049 -0.061 -4.489
H -0.387 -2.450 -5.267
H 1.745 -4.117 -4.881
H 3.352 -2.747 -1.475
H 3.507 -5.103 -3.420
H 2.793 -5.140 -1.801
H 4.538 -4.904 -2.000
H 4.525 -2.900 -4.293
H 5.463 -2.685 -2.804
H 4.345 -1.416 -3.351
H 0.358 2.010 -4.889
H 2.334 3.481 -3.693
H 2.611 1.955 -0.038
H 3.891 4.054 -1.865
H 4.131 3.897 -0.122
H 2.549 4.372 -0.757
H 4.667 1.671 -2.286
H 3.984 0.338 -1.347
H 5.024 1.546 -0.555
C -4.077 -1.491 2.189
C -3.924 -0.124 2.799
C -4.980 0.427 3.520
C -4.858 1.652 4.156
C -3.662 2.348 4.083
C -2.604 1.824 3.356
C -2.719 0.596 2.702
P -1.383 -0.072 1.626
C -0.121 1.285 1.791
C -0.353 2.229 0.777
C 0.307 3.446 0.744
C 1.272 3.714 1.700
C 1.560 2.764 2.669
C 0.870 1.554 2.752
C 1.197 0.643 3.905
C -0.792 -1.479 2.649
C -1.080 -1.607 4.004
C -0.505 -2.614 4.767
C 0.376 -3.498 4.163
C 0.609 -3.424 2.797
C 0.002 -2.449 1.999
C 0.152 -2.482 0.515
H -3.822 -2.266 2.918
H -3.422 -1.620 1.328
H -5.106 -1.658 1.867
H -5.918 -0.114 3.577
H -5.694 2.059 4.713
H -3.556 3.304 4.582
H -1.685 2.391 3.287
H -1.092 2.000 0.014
H 0.072 4.169 -0.029
H 1.806 4.657 1.694
H 2.334 2.973 3.398
H 2.130 0.951 4.378
H 1.282 -0.398 3.600
H 0.412 0.688 4.665
H -1.752 -0.903 4.480
H -0.723 -2.695 5.824
H 0.862 -4.268 4.752
H 1.244 -4.168 2.325
H -0.833 -2.623 0.061
H 0.792 -3.312 0.215
N 3.451 -1.439 2.197
N 3.218 -0.854 0.880
H 2.766 -2.179 2.286
H 3.159 -0.733 2.861
H 3.621 -1.518 0.229
H 3.835 -0.051 0.835
```

Properties
HOMO   -7.4 eV
E_LUMO   0.598 eV
Strongest force on any atom   0.012 hartree/bohr
E   -67739.6660 eV
Gap between HOMO and LUMO   7.972 eV
Energy relative to the best compared isomer or geometry (same formula, charge and spin)   0.0 kJ/mol

---

The highest gap between HOMO and LUMO belongs to which entry? C39H52BCdN8P